# C4H4N2S

C4H4N2S in the gas phase (ωB97M-V/def2-TZVPD, the OMol25 dataset).

As for the structure (SMILES): C1=CN=CSN=C1. Its HOMO-LUMO gap is 8.6284 eV. As for the HOMO energy: -8.57 eV.

Geometry as ORCA input:
```
! wB97M-V def2-TZVPD RIJCOSX def2/J DEFGRID3
* xyz 0 1
C 0.545 -1.321 -0.547
C 0.901 1.029 -1.030
C 0.223 1.696 -0.127
C -0.101 1.159 1.149
H 0.759 -2.370 -0.547
H 1.249 1.499 -2.014
H 0.066 2.756 -0.434
H 0.192 1.736 2.074
N 1.201 -0.384 -1.007
N -0.525 -0.014 1.386
S -1.025 -1.013 0.100
*
```

natural (NBO) population analysis, charges in e, atoms 1 to 6: number 1, C, carries -0.030; number 2, C, carries 0.029; number 3, C, carries -0.335; number 4, C, carries 0.095; number 5, H, carries 0.203; number 6, H, carries 0.219


# C4H4N2S

C4H4N2S in the gas phase (ωB97M-V/def2-TZVPD, the OMol25 dataset).

As for the structure (SMILES): C#C/C=N\NC=S. Its HOMO-LUMO gap is 8.3508 eV. As for the HOMO energy: -8.76 eV.

Geometry as ORCA input:
```
! wB97M-V def2-TZVPD RIJCOSX def2/J DEFGRID3
* xyz 0 1
C -1.056 1.819 0.931
C 0.461 -0.302 -1.437
C 0.626 -1.330 -0.379
C 0.896 -2.507 0.048
H -1.373 2.644 0.210
H 0.331 0.226 0.748
H 0.750 -0.598 -2.536
H 1.086 -3.507 0.588
N -0.520 0.812 0.277
N -0.112 0.783 -0.961
S -1.090 1.960 2.511
*
```

natural (NBO) population analysis, charges in e, atoms 1 to 6: number 1, C, carries -0.110; number 2, C, carries -0.045; number 3, C, carries -0.196; number 4, C, carries -0.144; number 5, H, carries 0.213; number 6, H, carries 0.390


# C4H4N2S

C4H4N2S in the gas phase (ωB97M-V/def2-TZVPD, the OMol25 dataset).

As for the structure (SMILES): [H]/N=C1\N=CSC1=C. Its HOMO-LUMO gap is 8.6281 eV. As for the HOMO energy: -8.83 eV.

Geometry as ORCA input:
```
! wB97M-V def2-TZVPD RIJCOSX def2/J DEFGRID3
* xyz 0 1
C 0.471 2.000 -0.123
C 0.336 0.686 0.108
C 0.888 -1.826 -0.124
C -0.817 -0.355 -0.004
H 1.386 2.658 -0.033
H -0.438 2.613 -0.092
H 1.439 -2.726 -0.194
H -2.729 -0.928 0.384
N -0.320 -1.746 -0.009
N -2.042 -0.068 0.006
S 1.826 -0.309 0.079
*
```

natural (NBO) population analysis, charges in e, atoms 1 to 6: number 1, C, carries -0.352; number 2, C, carries -0.226; number 3, C, carries 0.018; number 4, C, carries 0.365; number 5, H, carries 0.224; number 6, H, carries 0.218


# C4H4N3O4S2

2 unconnected molecules or ions with the total composition C4H4N3O4S2 (ωB97M-V/def2-TZVPD, the OMol25 dataset).

Its HOMO-LUMO gap (alpha / beta) is 7.3276 / 7.1788 eV. As for the HOMO energy (alpha / beta): -5.09 / -5.14 eV.

Geometry as ORCA input:
```
! wB97M-V def2-TZVPD RIJCOSX def2/J DEFGRID3
* xyz -1 1
C -0.777 -1.353 2.800
C 0.077 -1.995 1.967
C -0.909 -0.346 0.932
C 1.577 0.795 -1.756
N -1.409 -0.362 2.189
N 0.038 -1.272 0.851
N 0.909 1.913 -1.272
O 2.316 0.927 -2.726
O 1.329 -0.213 -1.033
O -2.046 1.764 -0.223
O -1.408 -0.230 -1.607
S 0.413 3.019 -2.289
S -1.062 0.752 -0.580
H -1.029 -1.521 3.889
H 0.852 -2.693 2.324
H 0.566 -1.400 -0.131
H 0.562 2.215 -3.335
*
```

natural (NBO) population analysis, charges in e, atoms 1 to 6: number 1, C, carries -0.096; number 2, C, carries -0.132; number 3, C, carries 0.080; number 4, C, carries 0.825; number 5, N, carries -0.470; number 6, N, carries -0.504


# C4H4N4

C4H4N4 in the gas phase (ωB97M-V/def2-TZVPD, the OMol25 dataset).

As for the structure (SMILES): N#CN1C=CCN=N1. Its HOMO-LUMO gap is 9.7505 eV. As for the HOMO energy: -9.38 eV.

Geometry as ORCA input:
```
! wB97M-V def2-TZVPD RIJCOSX def2/J DEFGRID3
* xyz 0 1
C -2.315 -2.664 -0.750
C 0.093 0.111 -0.422
C -0.944 -0.492 -0.930
C 0.524 -0.189 1.066
N -3.157 -3.207 -1.308
N -0.083 -1.345 1.559
N -0.890 -2.131 1.059
N -1.500 -1.893 -0.092
H 0.385 0.989 -0.996
H -1.329 -0.613 -1.924
H 1.568 -0.357 1.242
H 0.328 0.754 1.699
*
```

natural (NBO) population analysis, charges in e, atoms 1 to 6: number 1, C, carries 0.401; number 2, C, carries -0.232; number 3, C, carries -0.009; number 4, C, carries -0.297; number 5, N, carries -0.332; number 6, N, carries -0.201


# C4H4N4

A molecular structure, C4H4N4 (ωB97M-V/def2-TZVPD, the OMol25 dataset).

Its HOMO-LUMO gap is 9.5726 eV. As for the HOMO energy: -9.25 eV.

Geometry as ORCA input:
```
! wB97M-V def2-TZVPD RIJCOSX def2/J DEFGRID3
* xyz 0 1
C -2.052 0.012 0.006
C -1.400 1.169 -0.051
C 0.022 0.615 0.003
C 0.081 -0.644 -0.009
H -3.111 -0.283 0.503
H -1.977 2.196 0.256
H 1.633 1.909 -0.201
H -1.813 -2.007 0.612
N 1.317 0.964 -0.027
N 2.159 -0.090 0.138
N 1.362 -1.033 -0.037
N -1.214 -1.087 -0.197
*
```

natural (NBO) population analysis, charges in e, atoms 1 to 6: number 1, C, carries -0.007; number 2, C, carries -0.343; number 3, C, carries 0.083; number 4, C, carries 0.132; number 5, H, carries 0.223; number 6, H, carries 0.255


# C4H4N4

C4H4N4 in the gas phase (ωB97M-V/def2-TZVPD, the OMol25 dataset).

As for the structure (SMILES): [H]/N=c1\nccncn1. Its HOMO-LUMO gap is 8.8557 eV. As for the HOMO energy: -10.02 eV.

Geometry as ORCA input:
```
! wB97M-V def2-TZVPD RIJCOSX def2/J DEFGRID3
* xyz 0 1
C -1.010 -0.074 -0.735
C 0.882 1.167 -0.230
C 1.104 0.402 1.042
C 0.279 -1.686 0.121
H -2.650 0.976 -0.591
H 1.215 2.172 -0.523
H 1.670 1.088 1.757
H 0.684 -2.590 0.451
N -2.229 -0.056 -0.700
N -0.093 0.927 -1.085
N 0.759 -0.855 1.232
N -0.611 -1.470 -0.739
*
```

natural (NBO) population analysis, charges in e, atoms 1 to 6: number 1, C, carries 0.462; number 2, C, carries 0.037; number 3, C, carries 0.053; number 4, C, carries 0.231; number 5, H, carries 0.339; number 6, H, carries 0.226


# C4H4N4O

C4H4N4O in the gas phase (ωB97M-V/def2-TZVPD, the OMol25 dataset).

As for the structure (SMILES): [H]/N=C\n1ncnc1C=O. Its HOMO-LUMO gap is 9.4194 eV. As for the HOMO energy: -10.23 eV.

Geometry as ORCA input:
```
! wB97M-V def2-TZVPD RIJCOSX def2/J DEFGRID3
* xyz 0 1
C 0.340 -1.041 1.522
C 1.761 0.815 -1.084
C -0.266 0.369 -0.649
C -1.709 0.328 -0.821
H -1.554 -0.728 1.410
H 1.347 -1.406 1.939
H 2.672 1.198 -1.607
H -2.215 0.862 -1.601
N -0.831 -1.276 1.908
N 0.617 -0.142 0.347
N 1.838 0.208 0.134
N 0.513 0.918 -1.505
O -2.512 -0.106 0.009
*
```

natural (NBO) population analysis, charges in e, atoms 1 to 6: number 1, C, carries 0.262; number 2, C, carries 0.111; number 3, C, carries 0.168; number 4, C, carries 0.379; number 5, H, carries 0.387; number 6, H, carries 0.209


# C4H4N4O

C4H4N4O in the gas phase (ωB97M-V/def2-TZVPD, the OMol25 dataset).

As for the structure (SMILES): [H]/N=C(/C=C\NC#N)N=O. Its HOMO-LUMO gap (alpha / beta) is 7.9698 / 8.2206 eV. As for the HOMO energy (alpha / beta): -9.18 / -9.10 eV.

Geometry as ORCA input:
```
! wB97M-V def2-TZVPD RIJCOSX def2/J DEFGRID3
* xyz 0 1
C -0.569 -0.685 0.066
C 0.706 -0.456 0.274
C -1.596 0.338 -0.191
C 0.748 1.856 0.308
N -2.776 0.106 0.278
N 0.359 2.903 0.021
N 1.409 0.704 0.434
N -1.489 1.069 -1.255
O -3.800 0.661 0.697
H -0.925 -1.720 0.000
H 1.569 -1.228 0.393
H 2.263 0.622 0.959
H -2.257 1.620 -1.495
*
```

natural (NBO) population analysis, charges in e, atoms 1 to 6: number 1, C, carries -0.334; number 2, C, carries 0.057; number 3, C, carries 0.248; number 4, C, carries 0.403; number 5, N, carries 0.116; number 6, N, carries -0.316


# C4H4N6OS

C4H4N6OS in the gas phase (ωB97M-V/def2-TZVPD, the OMol25 dataset).

Its HOMO-LUMO gap is 9.0247 eV. As for the HOMO energy: -9.48 eV.

Geometry as ORCA input:
```
! wB97M-V def2-TZVPD RIJCOSX def2/J DEFGRID3
* xyz 0 1
C -2.048 0.453 -0.919
C -1.441 0.140 0.351
C 2.636 -0.852 0.247
C 2.397 0.588 0.659
N -3.302 0.139 -1.140
N -2.096 -0.646 1.140
N -3.986 -0.376 -0.162
N -3.435 -0.730 0.949
N 2.032 -1.261 -0.812
N 1.282 -0.377 -1.378
O -0.184 0.446 0.597
S 1.020 0.891 -0.494
H -1.506 0.778 -1.802
H 3.332 -1.407 0.787
H 2.102 0.854 1.649
H 3.195 1.360 0.328
*
```

natural (NBO) population analysis, charges in e, atoms 1 to 6: number 1, C, carries -0.037; number 2, C, carries 0.473; number 3, C, carries -0.022; number 4, C, carries -0.653; number 5, N, carries -0.198; number 6, N, carries -0.247


# C4H4NO

A gas-phase ion, C4H4NO (charge +1) (ωB97M-V/def2-TZVPD, the OMol25 dataset).

Its HOMO-LUMO gap is 9.6735 eV. As for the HOMO energy: -14.79 eV.

Geometry as ORCA input:
```
! wB97M-V def2-TZVPD RIJCOSX def2/J DEFGRID3
* xyz 1 1
C 1.741 1.189 0.193
C -0.556 -1.458 0.205
C 0.440 0.680 -0.080
C 2.619 0.070 0.027
N -0.017 -0.455 -0.253
O 3.085 -0.911 -0.249
H -0.652 -1.539 1.287
H -0.776 -2.324 -0.381
H -0.206 1.391 -0.512
H 1.518 2.402 0.349
*
```

natural (NBO) population analysis, charges in e, atoms 1 to 6: number 1, C, carries -0.584; number 2, C, carries 0.091; number 3, C, carries 0.192; number 4, C, carries 0.857; number 5, N, carries -0.321; number 6, O, carries -0.295


# C4H4NO2

A gas-phase ion, C4H4NO2 (charge -1) (ωB97M-V/def2-TZVPD, the OMol25 dataset).

As for the structure (SMILES): [H]/N=C/C(=C)C(=O)[O-]. Its HOMO-LUMO gap is 8.4512 eV. As for the HOMO energy: -4.30 eV.

Geometry as ORCA input:
```
! wB97M-V def2-TZVPD RIJCOSX def2/J DEFGRID3
* xyz -1 1
C 1.069 -1.105 0.082
C -0.538 0.878 0.282
C 0.388 -0.228 0.772
C 0.610 -0.258 2.357
N -1.123 0.842 -0.827
O 0.779 -1.400 2.868
O 0.583 0.889 2.889
H 1.422 -2.081 0.694
H 1.326 -1.021 -0.953
H -0.757 1.551 1.249
H -1.787 1.572 -1.150
*
```

natural (NBO) population analysis, charges in e, atoms 1 to 6: number 1, C, carries -0.366; number 2, C, carries 0.123; number 3, C, carries -0.204; number 4, C, carries 0.757; number 5, N, carries -0.693; number 6, O, carries -0.769


What are the relative energy (zero: lowest compared OMol25 entry of this formula, charge and spin) values for these records? In order: 257.1 515.7 217.9 177.3 448.3 480.1 303.8 161.4 564.9 134.8 88.7 198.4 kJ/mol.
What are the electronic energy values for these records? In order: -18025.577 -18022.896 -18025.983 -38542.290 -10168.191 -10167.862 -10169.689 -12218.837 -12214.655 -26029.479 -7739.525 -9797.737 eV.